1.
44
Properties=species:S:1:pos:R:3:forces:R:3 method="wB97M-V/def2-TZVPD" smiles="CCCCNS(=O)(=O)c1ccc(NC(=O)[C@@H]2CCCO2)cc1" mol_weight_g_mol=326.42 e_homo_ev=-9.0 orbital_gap_ha=0.350
H 2.995 1.180 -3.225 -0.0675 0.0119 0.1354
S 3.535 -0.989 -0.462 -0.0793 -0.0136 -0.5410
H -2.819 -1.781 -0.050 0.0735 0.1988 0.1823
C -0.362 -1.953 -0.561 0.1095 0.0694 0.0400
C 1.003 -1.956 -0.762 -0.1593 -0.1120 -0.0206
O -4.746 -1.987 0.624 -0.0939 0.1188 -0.3261
H -0.615 0.750 1.470 0.0108 0.0066 0.0075
C 1.779 -0.986 -0.156 0.6413 0.1564 0.0211
O -2.795 0.746 1.799 0.0546 0.2244 0.0701
O 4.023 -2.335 -0.525 -0.1273 -0.1160 -0.1709
H 3.832 3.607 0.000 0.0006 -0.0065 0.1626
H 5.388 1.523 -2.637 0.0401 -0.0615 0.0098
H -5.064 -0.017 0.235 0.0864 -0.0509 0.1045
C -4.618 -0.632 1.025 -0.0346 0.4349 0.1142
C 1.212 -0.015 0.645 0.1032 -0.0594 -0.0026
N 3.550 -0.423 -2.041 -0.0123 -0.5727 0.7327
N -2.332 -1.017 0.410 -0.1175 -0.4667 -0.3528
H -6.896 -1.995 2.363 -0.0082 -0.0523 0.0338
H 1.854 0.715 1.112 0.0140 0.1264 0.0840
C 3.354 1.002 -2.206 0.1331 0.4748 0.0891
H 4.347 -0.787 -2.542 0.1852 -0.2481 0.0421
C 3.461 3.891 -0.981 0.1158 -0.0054 -0.2149
H 3.427 4.977 -1.037 -0.0796 0.0843 0.0591
C -0.156 0.000 0.848 -0.1240 0.0565 0.0612
H -5.413 -3.697 1.492 0.0752 0.0215 0.0462
H 5.338 3.840 -2.012 -0.0122 0.0252 -0.0997
H -4.643 -0.126 3.127 -0.0785 0.0444 -0.0314
C -5.858 -1.887 2.677 0.0715 -0.1077 -0.2584
O 4.170 -0.075 0.447 -0.3659 0.1103 -0.0132
C 4.610 1.830 -1.932 -0.1615 0.1604 -0.1070
H 2.560 1.272 -1.508 -0.1053 0.2022 -0.1485
C -0.952 -0.973 0.243 0.3925 0.2065 0.0749
H -5.777 -2.149 3.729 -0.0377 -0.0134 0.0520
H -4.002 -2.953 2.298 -0.0498 -0.0240 -0.0375
H 4.956 1.603 -0.923 0.0843 0.0154 -0.0802
H 1.486 -2.702 -1.371 -0.0416 -0.1491 -0.1213
H 2.446 3.516 -1.087 -0.1501 -0.0038 0.0647
C -4.960 -2.754 1.796 -0.1230 -0.2332 0.4211
H 3.944 3.548 -3.052 0.0646 0.0710 -0.0721
C -3.141 -0.208 1.141 -0.3654 -0.2887 -0.0896
H -0.983 -2.707 -1.023 -0.0438 -0.0889 -0.0563
C -5.349 -0.475 2.373 0.1157 -0.0054 -0.0057
C 4.372 3.334 -2.069 0.0352 -0.1685 0.1178
H -6.160 0.247 2.308 0.0311 0.0276 0.0235

2.
39
Properties=species:S:1:pos:R:3:forces:R:3 method="wB97M-V/def2-TZVPD" smiles="C=C1COC(=O)[C@@]12C[C@H]1CCC[C@H](C)[C@@]1(C)C2" mol_weight_g_mol=234.34 e_homo_ev=-9.0 orbital_gap_ha=0.354
H 4.310 0.122 2.408 0.2208 0.3089 1.3450
H 0.323 1.509 1.508 0.4359 1.0039 -0.0817
H 0.511 0.112 2.598 -0.1183 0.4021 0.7386
H -1.418 1.092 -3.473 -0.0705 -0.8325 -0.3076
H -3.334 -0.882 0.444 0.3733 -0.3702 1.3298
H -0.998 1.494 -1.304 -0.3726 0.6335 0.6210
C 3.876 -0.231 1.511 3.2756 1.5357 -1.5446
H -0.108 -2.611 -0.468 -0.2179 0.5419 0.6702
C -0.645 -1.828 -1.014 -1.9926 -2.0245 0.0294
C -2.956 0.419 -0.988 1.4316 0.4903 -2.4981
H 3.890 2.439 0.672 -0.4673 -0.0192 -0.1353
H -2.379 0.744 2.442 0.7131 -0.9554 -1.2861
O 3.358 -1.484 1.650 -0.7146 -1.9728 0.3801
C -1.405 0.496 -1.409 0.7206 -0.1756 -0.8383
C -3.154 0.189 0.449 -2.2608 0.3253 1.4767
O 1.244 -2.330 1.597 2.2479 0.6884 0.1612
C -0.877 -0.174 0.976 2.1880 -0.7540 1.0580
C 1.062 -0.280 -0.719 0.7555 0.8687 1.9695
H -1.740 1.724 1.199 -0.6619 0.0187 -0.6277
C 2.921 1.944 0.521 0.8939 -3.6564 1.1955
H -0.370 -2.113 -2.038 -0.0835 0.8561 -0.0368
C 0.395 0.452 1.583 -0.1718 -2.3630 -0.5424
H 0.111 0.188 -2.957 -2.6596 -0.2646 -0.3478
H 1.363 0.622 -1.259 0.1785 -0.1290 0.1224
C 2.049 -1.422 1.393 -4.1562 -3.2632 -0.1219
C 2.828 0.584 0.973 -1.5899 8.0340 -3.3237
H -1.727 -1.982 -0.917 0.0061 -0.8748 -0.1308
H 1.605 -1.173 -1.100 -0.7684 0.6661 -0.3668
H -3.461 1.349 -1.268 0.3131 -0.0260 -0.4100
H -3.450 -0.413 -1.549 0.4331 0.7445 0.1264
H -1.544 -0.732 -3.114 -0.0971 -0.4657 -1.0552
C -1.082 0.206 -2.908 1.7614 1.7053 1.4158
C -2.057 0.678 1.345 0.0257 0.6035 0.2172
H 4.730 -0.160 0.770 -0.6717 -0.7667 0.6531
H -4.097 0.640 0.826 0.1909 -0.2828 -0.6007
H 2.175 2.505 -0.089 0.4009 -0.8305 0.9163
C -0.468 -0.411 -0.576 -0.5996 -0.4678 0.8414
C 1.568 -0.153 0.792 0.8328 1.2148 -0.4414
H -1.050 -1.128 1.494 0.2758 -0.1468 -0.5707

3.
40
Properties=species:S:1:pos:R:3:forces:R:3 method="wB97M-V/def2-TZVPD" smiles=CC[C@H]1OC[C@@](C)(OCc2ccccc2C)CO1 mol_weight_g_mol=250.34 e_homo_ev=-8.6 orbital_gap_ha=0.346
H -3.660 3.242 -1.135 -0.8024 0.4158 -0.6912
C -1.078 1.939 0.506 -0.9486 -0.9130 -0.6188
H -0.019 -2.124 -2.836 0.5956 1.4059 0.3318
O 0.570 1.041 -1.305 -0.9019 -1.0878 0.2864
H -0.093 0.920 2.501 0.9797 -0.4918 0.3701
C -3.098 2.947 -0.291 -0.6732 -0.0989 1.6157
H 2.848 0.210 -1.053 0.7186 0.1369 0.5624
C 1.270 -2.658 -0.398 -0.3815 1.2184 -1.1946
H -0.329 2.395 3.403 0.7930 0.7724 0.5671
O -0.035 -2.150 -0.800 0.7039 0.4664 0.8936
C -0.050 -1.337 -2.018 2.1539 -1.8261 1.6114
H 2.327 0.690 -3.323 0.0974 0.3753 -0.7896
H 0.167 -3.919 0.866 1.5411 0.0090 -0.2149
C 2.379 -0.712 -1.343 -2.0901 -0.1008 1.3672
H -1.325 1.024 3.704 -0.4747 0.0055 -0.0402
C 1.271 -2.577 2.065 1.8526 0.0266 2.2742
H 0.645 -1.711 1.893 -0.2797 0.1746 0.4550
C -0.814 1.582 2.926 0.9476 -1.2750 1.0163
H -1.526 2.132 -1.528 -0.0602 0.1570 -0.7465
H 0.191 0.131 0.674 0.1776 1.6316 -1.0860
H -0.989 -0.878 -2.046 -1.4988 0.7084 0.0113
O 2.251 -1.603 -0.238 -1.0862 -0.5797 0.1873
H 1.513 -3.411 -1.138 0.7444 0.2838 -0.9863
C 1.054 -0.218 -1.929 -1.1610 -0.3143 -1.2183
C -1.900 2.336 -0.552 0.5297 0.2086 1.2428
H -4.645 3.528 0.999 -0.5059 0.3516 0.7851
H 2.950 -1.231 -2.043 0.9570 -0.5797 -1.6695
H 0.959 -3.184 3.009 0.6859 1.4156 -1.4923
C 1.414 0.115 -3.407 -0.9204 0.6701 1.7348
C 1.204 -3.441 0.877 -1.3882 -1.3010 -0.5183
C -1.590 2.048 1.816 -2.6551 1.4169 -0.8296
H 1.131 1.773 0.476 -1.5285 -1.0942 0.2665
C 0.203 1.164 0.148 2.5929 -0.5560 0.4711
C -3.660 3.123 1.025 2.7171 -1.4367 -0.8262
C -2.886 2.642 2.128 0.3971 0.4928 -2.0840
H 1.546 -0.825 -3.883 0.5744 -0.6950 -0.5637
H 2.367 -2.203 2.109 -1.8818 -0.4516 0.5764
H 2.051 -4.183 0.862 -1.1044 0.4336 0.0189
H 0.582 0.605 -3.916 0.2940 0.3921 0.1282
H -3.196 2.778 3.197 0.2891 -0.3671 -1.2030

4.
61
Properties=species:S:1:pos:R:3:forces:R:3 method="wB97M-V/def2-TZVPD" mol_weight_g_mol=696.47 e_homo_ev=-7.5 orbital_gap_ha=0.084
C -2.570 2.627 3.918 0.0458 0.2249 0.1682
N -0.334 -2.419 -0.639 1.7304 1.0356 2.8168
C -0.404 -2.107 -1.903 -3.2469 -4.8961 0.2618
C 7.625 -0.326 1.158 -0.0264 -0.0153 0.0608
N -1.075 -3.492 -0.313 -0.9733 -0.7715 -2.0341
H -1.560 2.907 3.609 -0.0300 0.0876 -0.0192
P 0.527 0.061 -4.137 0.4656 -0.8998 0.7909
H 8.309 2.501 -0.773 -0.0099 0.0047 0.0006
H 0.391 -0.721 0.267 -0.1793 -0.1172 0.0884
H -2.331 4.914 0.882 -0.2299 0.0560 -0.0715
Cl -4.451 -1.182 1.994 -2.5358 -2.3269 6.2820
H -4.141 3.253 5.246 0.0425 -0.0858 0.0292
O 1.513 1.124 -4.579 -0.6877 0.2956 -0.3896
C -4.221 -0.501 -0.320 0.0350 0.6422 -2.3914
C 7.746 1.655 -0.405 -0.1029 -0.1695 0.2194
C 0.413 -1.797 0.452 0.1525 0.9661 -0.7980
H -5.234 -1.481 -1.945 1.2523 0.1287 -0.0878
H -4.937 -0.968 0.443 2.0439 0.6920 -0.9767
Cl -3.229 -0.540 -2.826 0.0180 0.1334 -0.4647
H -2.507 3.638 5.821 -0.0097 -0.0168 0.0022
O 9.488 1.108 1.077 -0.0200 -0.1050 0.1753
H 0.156 -1.235 -2.415 0.3538 0.6771 0.0574
O -0.870 0.561 -4.506 0.4698 0.4547 -0.5288
O -3.424 2.488 2.787 -0.2417 -0.4003 -0.4126
H -2.500 1.633 4.356 -0.1014 -0.0748 -0.1716
C 6.417 -0.626 0.690 -0.1755 -0.2764 -0.1129
H -1.170 -3.911 0.598 0.0057 0.4118 0.1655
O -4.124 3.085 0.777 -0.1032 -0.3435 0.0183
H -3.456 5.434 2.154 -0.0105 -0.0065 -0.0139
N -2.473 -4.891 -1.527 0.0474 -0.0017 -1.0089
H 5.848 -1.474 1.053 0.0022 -0.0102 -0.0341
Br -6.437 -2.030 -3.423 -1.2258 -0.3524 -0.2142
O 2.580 -1.069 0.623 -0.1857 0.0558 -0.0875
H 2.712 -0.728 -0.285 0.3102 -1.1917 -0.3463
C 6.528 1.349 -0.874 -0.3533 0.3969 -0.2605
N -1.281 -3.035 -2.499 1.6069 -0.3355 0.9129
H -3.742 -2.306 -1.371 -0.1461 0.0094 0.0721
H -2.956 -5.061 -2.395 -0.2012 -0.1317 0.2015
H -3.260 4.591 4.534 0.0940 0.0155 0.0142
H 8.108 -0.912 1.930 0.0165 0.0254 0.0055
Li 0.569 -3.624 -3.625 -0.4559 0.9980 -0.4764
F 5.861 0.380 -2.961 0.2954 -0.0221 0.4178
C -1.641 -3.851 -1.496 -0.3711 -0.1726 1.1201
H -0.053 -2.010 1.416 -0.0384 -0.1957 -0.2007
H -4.558 0.524 -0.513 0.4121 0.0964 -0.1052
C -3.465 3.343 1.744 0.0970 0.4381 0.3540
Cl -2.582 -0.405 0.441 0.9950 0.8866 -1.7454
O 1.777 -2.222 0.402 -0.5067 -0.0707 0.0812
H -1.909 4.659 2.557 -0.1238 0.0436 0.1342
C -3.149 3.585 4.940 -0.0753 0.1189 -0.0431
C -4.182 -1.324 -1.552 0.2348 0.4044 0.3063
O 4.646 -0.102 -0.776 -1.1268 1.1151 1.5388
O 0.609 -0.206 -2.622 1.7911 3.0496 -1.0575
H 6.035 1.926 -1.646 -0.0484 -0.1223 -0.0397
Li -6.317 -1.114 -0.298 -0.7643 -0.2684 -0.5680
C 5.784 0.192 -0.359 0.7137 -0.1769 -0.8844
O 0.769 -1.243 -4.902 -0.2581 -0.2145 0.3494
C -2.743 4.666 1.858 0.5694 -0.1338 -0.0773
C 8.386 0.846 0.641 0.1526 0.1601 -0.3675
H -2.658 -5.445 -0.711 -0.1983 0.0013 -0.0565
Al 3.145 1.308 0.230 0.8099 0.2801 -0.5989